Entry 1:
{"formula": "C4H25NO9S", "method": "ωB97M-V/def2-TZVPD", "gap_ev": 6.12, "total_energy_ev": -35307.3443, "total_charge": -2, "de_lowest_kj_mol": 93.8, "symbols": ["S", "O", "O", "O", "O", "O", "O", "O", "O", "O", "N", "C", "C", "C", "C", "H", "H", "H", "H", "H", "H", "H", "H", "H", "H", "H", "H", "H", "H", "H", "H", "H", "H", "H", "H", "H", "H", "H", "H", "H"], "positions_angstrom": [[-0.4511, -3.9418, -0.0246], [-1.7289, 0.2884, -1.9172], [1.2255, -0.0990, 2.6333], [-1.8935, 1.4960, 1.3857], [0.9006, 2.6510, -1.1905], [0.8075, 0.8127, -4.0032], [-1.9062, -0.9630, 0.5016], [-0.3330, 3.4824, 1.0835], [-4.5729, -0.7813, -0.8204], [-0.4821, 3.0245, 3.6426], [1.1289, -1.0227, 0.4789], [1.6429, -2.0901, -0.4595], [1.3240, -1.3240, 1.9189], [2.5877, -1.4076, -1.4457], [0.4343, -2.7563, -1.1071], [0.4412, 0.3702, 2.3110], [-1.2882, 2.3120, 1.2167], [-1.5988, -0.1852, 1.0282], [-1.1166, -1.5372, 0.5864], [2.2013, -2.6694, 0.2605], [-0.1821, -1.9194, -1.4338], [1.1497, 0.2670, -3.2888], [3.6400, -1.6744, -1.3572], [2.2946, -1.7592, -2.4473], [-0.6387, 3.4911, 2.7565], [0.4048, 1.5565, -3.5405], [0.7223, -3.3522, -1.9767], [-4.4708, -0.2311, -0.0423], [0.5663, -2.0840, 2.1160], [-1.7171, -0.3069, -1.1393], [-1.9026, 1.4296, 2.3478], [-1.8883, 1.1122, -1.4362], [0.4670, 3.1498, -0.4544], [2.5489, -0.3272, -1.5576], [-3.7053, -1.2075, -0.8483], [0.4580, 2.8300, 3.6384], [0.5440, 3.2725, 1.4190], [2.3793, -1.5791, 2.0555], [1.4647, -0.0878, 0.3343], [0.5427, 1.7604, -1.2239]]}

Entry 2:
{"formula": "C4H25O9", "method": "ωB97M-V/def2-TZVPD", "gap_ev": 7.46, "total_energy_ev": -22980.9145, "total_charge": -1, "de_lowest_kj_mol": 104.0, "symbols": ["O", "O", "O", "O", "O", "O", "O", "O", "O", "C", "C", "C", "C", "H", "H", "H", "H", "H", "H", "H", "H", "H", "H", "H", "H", "H", "H", "H", "H", "H", "H", "H", "H", "H", "H", "H", "H", "H"], "positions_angstrom": [[5.4318, 2.9966, 14.8496], [6.7579, -0.5688, 10.5322], [6.0013, -2.0799, 14.7907], [8.1701, 0.8097, 13.1900], [11.1514, -2.2876, 13.7354], [11.6036, 2.6048, 13.1205], [8.6511, -4.5159, 12.5066], [7.2123, 3.9962, 11.5706], [9.9510, 1.5337, 16.9631], [11.9315, 0.4102, 18.0634], [4.6399, -2.2700, 14.6216], [4.0863, -1.8755, 15.9860], [10.4093, 0.3818, 17.6792], [4.2475, -1.6870, 13.7884], [4.3464, -2.5692, 16.7855], [9.4255, 1.2486, 16.2120], [7.4252, 3.1840, 12.0302], [3.0163, -1.7648, 15.8102], [11.4793, -2.3586, 12.8390], [10.7256, 2.4012, 12.7982], [9.6734, 0.0954, 18.4306], [11.7208, 2.0299, 13.8769], [6.1718, 2.4454, 14.5950], [6.2225, -1.2136, 14.4412], [7.3441, -0.2820, 11.2325], [5.6790, 3.8765, 14.5651], [4.5187, -0.9515, 16.3698], [8.3466, -4.2099, 13.3609], [7.0512, 4.6316, 12.2681], [12.2805, 1.1875, 18.7432], [12.5454, 0.5576, 17.1749], [10.3169, -0.4156, 16.9419], [8.6174, -3.7396, 11.9476], [8.5590, -0.0843, 13.2540], [11.0888, -1.3457, 13.8942], [4.4376, -3.3281, 14.4552], [5.9479, -0.0814, 10.6825], [12.1072, -0.5658, 18.5159]]}

Entry 3:
{"formula": "C4H26N2O7S", "method": "ωB97M-V/def2-TZVPD", "gap_ev": 9.00, "total_energy_ev": -32715.7802, "de_lowest_kj_mol": 248.3, "symbols": ["S", "O", "O", "O", "O", "O", "O", "O", "N", "N", "C", "C", "C", "C", "H", "H", "H", "H", "H", "H", "H", "H", "H", "H", "H", "H", "H", "H", "H", "H", "H", "H", "H", "H", "H", "H", "H", "H", "H", "H"], "positions_angstrom": [[-0.6831, -2.8737, 1.8199], [-2.0680, 2.9730, -1.1301], [-3.4236, 0.2320, -0.8492], [-0.2933, 2.4890, 2.8062], [2.1529, -1.2123, 2.1337], [2.6368, 3.3488, 1.7624], [2.4795, 1.4927, -1.9329], [-1.4834, -0.8557, -3.2433], [1.1062, -1.6201, -2.1786], [-0.4176, 0.3914, -0.6160], [0.5911, 1.1816, 0.1582], [-0.4235, -1.0829, -0.4044], [-0.8763, -1.2300, 1.1423], [0.8684, -1.8011, -0.7421], [-0.3431, -0.4084, 1.6396], [1.3460, 0.5374, 0.5687], [-2.9279, 2.7927, -0.7332], [2.7038, 2.4830, 2.1693], [-1.8679, -0.7932, 1.2505], [3.3888, 1.3108, -1.6838], [-2.6837, 0.0333, -1.4361], [1.1200, 1.8732, -0.5078], [2.4766, -2.1168, 2.0626], [-0.0831, 0.5167, -1.5780], [2.9932, 3.3038, 0.8644], [-0.7585, -0.6878, -3.8540], [-1.6076, 2.1864, -0.7943], [2.0948, 2.3617, -1.8745], [-1.2160, -1.5421, -0.9690], [1.7447, -1.4452, -0.2422], [0.3509, -1.6936, -2.8560], [0.0296, 1.8131, 0.8523], [1.4117, -1.2122, 2.7454], [-4.2351, 0.1389, -1.3630], [0.5253, -3.0710, 1.4375], [0.4223, 2.5368, 2.1573], [-2.2028, -0.2890, -3.5369], [-0.7611, 1.6570, 2.6340], [0.5737, -2.8986, -0.6128], [1.9462, -2.0762, -2.4901]]}

Entry 4:
{"formula": "C4H27N2O11", "method": "ωB97M-V/def2-TZVPD", "gap_ev": 9.42, "total_energy_ev": -30091.7448, "total_charge": -1, "de_lowest_kj_mol": 83.1, "symbols": ["O", "O", "O", "O", "O", "O", "O", "O", "O", "O", "O", "N", "N", "C", "C", "C", "C", "H", "H", "H", "H", "H", "H", "H", "H", "H", "H", "H", "H", "H", "H", "H", "H", "H", "H", "H", "H", "H", "H", "H", "H", "H", "H", "H"], "positions_angstrom": [[-0.5626, -1.8713, 1.9961], [-2.6552, -0.1014, 2.5313], [1.1584, 1.7591, 3.4734], [-0.8890, 3.8800, -1.1859], [0.0427, -3.2874, -2.3328], [-1.9321, 2.1682, 3.7853], [-2.0537, -0.9428, 0.1548], [0.3533, -0.2574, -2.9318], [-1.4551, 1.5538, -2.1817], [-2.1487, -1.7997, -2.4105], [1.7665, 2.9065, -1.5430], [2.4922, -0.9663, -2.6564], [1.1051, -0.6880, -0.8040], [2.2025, -0.7683, 0.1165], [1.2825, -0.5174, -2.1753], [0.4522, -0.9453, 2.1960], [1.7950, -1.3938, 1.5199], [-1.8967, 2.9206, 3.1855], [-2.9271, -1.3559, 0.1608], [0.1994, 0.0595, 1.8702], [2.4053, 0.2818, 0.3927], [-1.9063, 0.9574, -1.5467], [-0.7603, 0.9136, -2.4842], [-0.6558, -2.9476, -2.8946], [3.1246, -1.2372, -0.1440], [0.6937, -0.8433, 3.2596], [0.9936, 1.4472, 2.5784], [-1.0789, -1.6392, 1.1741], [-1.9009, -0.4293, 3.0330], [-1.8985, -1.4947, -1.4969], [0.8143, 3.1229, -1.4341], [-1.5715, -1.2090, -2.9126], [3.1720, -1.3424, -2.0281], [2.6308, -1.2415, 2.2472], [-2.5067, 1.4780, 3.4067], [2.8814, -0.6252, -3.5135], [-0.8135, 2.8873, -1.3944], [0.1542, -0.5875, -0.4672], [0.2880, 2.0945, 3.7350], [-0.0730, -3.2629, -1.3758], [-2.4340, -0.4561, 1.6018], [1.5629, -2.4791, 1.3567], [-1.0843, 4.2717, -2.0435], [1.6330, 1.9880, -1.8180]]}